79
Properties=species:S:1:pos:R:3 method="wB97M-V/def2-TZVPD" de_lowest_kcal_mol=45.71 total_charge=-2 spin_multiplicity=2 e_tot_ev=-107622.551 largest_force_ev_per_a=4.15 e_homo_ev="-2.11 / -2.13"
Tl -0.8786 1.1821 0.1203
C 1.0745 5.1335 3.0524
O -0.0188 5.9175 2.5786
C -1.1520 5.4166 2.0461
C -1.8821 6.3250 1.2589
C -3.1393 6.0203 0.6935
C -3.7144 4.8059 1.0429
C -3.0782 3.9057 1.8328
C -3.8897 2.7825 2.2719
N -3.3108 1.6331 2.4040
N -3.9155 0.5081 2.3629
C -2.9494 -0.5660 2.2986
O -1.7364 -0.5080 2.4654
C -3.7394 -1.7403 1.8895
C -3.1748 -2.8589 1.1997
C -4.0437 -3.7130 0.5158
C -5.4068 -3.5337 0.6358
C -5.9913 -2.4333 1.3856
C -5.1395 -1.6555 2.0896
C -1.6232 4.0391 2.2024
O -0.9239 3.0697 2.5900
H 0.8816 4.0807 2.7962
H 1.2182 5.1945 4.1838
H 1.9523 5.6583 2.6348
H -1.5905 7.3858 1.2752
H -3.7167 6.6785 0.1010
H -4.6483 4.5559 0.5223
H -4.9457 2.9621 2.4995
H -2.0497 -2.9793 1.1530
H -3.5568 -4.5493 -0.0206
H -6.0593 -4.3365 0.3100
H -7.0464 -2.3849 1.4798
H -5.4920 -1.0428 2.9245
O 3.4608 -0.5929 0.3405
C 2.2683 -0.6960 0.7836
O 1.5636 0.2181 1.2767
C 1.6281 -2.0511 0.6319
C 1.0205 -2.7053 1.7063
C 0.7633 -4.0862 1.7304
C 0.9506 -4.8477 0.5573
C 0.5621 -6.2244 0.5582
C 0.8328 -6.9834 -0.5553
C 1.3828 -6.3734 -1.7105
C 1.6453 -5.0367 -1.7699
C 1.5763 -4.2526 -0.5951
N 1.7194 -2.8506 -0.5698
H 0.9050 -2.2066 2.6290
H 0.1672 -4.5387 2.4806
H -0.0182 -6.6678 1.3675
H 0.5738 -8.0327 -0.5078
H 8.0745 -6.4934 -4.3658
H 1.9285 -4.5325 -2.6984
O 4.4598 -3.6118 -1.6412
S 4.1761 -2.5064 -2.5723
O 3.9196 -2.8844 -3.9737
O 5.0168 -1.3313 -2.3586
S 2.0245 -2.0253 -2.0147
N 5.2062 0.9460 -1.4317
C 5.0708 2.0989 -2.0312
O 6.0013 2.5656 -2.6474
C 3.6911 2.7366 -1.9623
C 3.2315 3.2423 -3.1906
C 1.8806 3.6461 -3.2617
C 1.1124 3.5819 -2.1316
N 1.5490 3.1207 -0.9781
C 2.7928 2.6534 -0.8535
H 6.1046 0.4255 -1.4435
H 4.4255 0.4749 -0.9661
H 3.9607 3.3475 -3.9807
H 1.3850 3.8125 -4.2055
H 0.0859 3.9247 -2.0655
H 3.0837 2.2359 0.1300
F -2.1013 0.8247 -2.1508
Sb -3.6144 2.3469 -2.1938
F -4.5813 3.9662 -1.5352
F 1.6927 -7.1941 -2.7826
F -4.3213 1.2785 -0.6598
F 8.4775 -6.9974 -3.7301
F -2.0480 3.3225 -1.4534

***

71
Properties=species:S:1:pos:R:3 method="wB97M-V/def2-TZVPD" de_lowest_kcal_mol=2.98 total_charge=+1 spin_multiplicity=1 e_tot_ev=-113381.519 largest_force_ev_per_a=1.22 e_homo_ev=-9.99
Hf -0.4398 0.4153 -0.5006
O 0.9020 4.0061 -2.2388
C 0.3473 2.9652 -1.9802
N 0.1348 2.4142 -0.7415
C -0.3530 3.2721 0.2914
C 0.1949 4.4991 0.6297
C -0.4180 5.2662 1.6122
C -1.5581 4.8045 2.2471
C -2.1127 3.5734 1.9192
C -1.5133 2.7992 0.9331
N -1.9317 1.5087 0.5007
C -3.1083 0.9357 0.8657
O -3.9699 1.3682 1.6018
C -3.3062 -0.4258 0.2236
C -4.3598 -1.2186 0.6358
C -4.5083 -2.4709 0.0664
C -3.5956 -2.8896 -0.8940
C -2.5586 -2.0461 -1.2366
N -2.4131 -0.8322 -0.6906
C -0.3570 2.1834 -3.0664
C -0.3570 2.6349 -4.3710
C -1.1741 2.0021 -5.2932
C -1.9640 0.9433 -4.8717
C -1.8866 0.5349 -3.5537
N -1.1008 1.1394 -2.6578
H 1.0788 4.8485 0.1158
H 0.0026 6.2256 1.8814
H -2.0259 5.4030 3.0170
H -2.9973 3.2156 2.4199
H -5.0283 -0.8300 1.3904
H -5.3203 -3.1188 0.3681
H -3.6794 -3.8596 -1.3628
H -1.8078 -2.3319 -1.9641
H 0.2594 3.4868 -4.6205
H -1.2084 2.3390 -6.3205
H -2.6343 0.4356 -5.5501
H -2.4786 -0.2950 -3.1954
C 0.9401 -4.0127 -2.9932
N 1.6245 -3.4351 -1.8467
C 2.3538 -4.1400 -0.9071
C 2.8282 -3.2512 -0.0218
N 2.3875 -1.9948 -0.4239
C 1.6364 -2.1276 -1.5433
S 0.8403 -0.9303 -2.4620
C 2.7881 -0.7903 0.2168
C 4.0469 -0.7762 0.7962
C 4.4538 0.3507 1.4847
C 3.6029 1.4384 1.5335
C 2.3892 1.3547 0.8827
N 1.9558 0.2522 0.2411
H 1.2584 -5.0459 -3.0958
H 1.1965 -3.4606 -3.8935
H -0.1382 -3.9774 -2.8476
H 2.4558 -5.2091 -0.9493
H 3.3810 -3.3960 0.8859
H 4.7011 -1.6289 0.6971
H 5.4239 0.3770 1.9618
H 3.8619 2.3468 2.0582
H 1.7246 2.2039 0.8815
C 0.8284 -3.7761 4.0647
S 2.1935 -2.8228 3.3550
C 1.5119 -1.2059 3.4032
C 0.4963 -0.7368 2.6562
S -0.3738 -1.5313 1.3623
S 0.0085 0.9065 3.0118
C 1.3160 1.3150 4.0945
S 1.6064 2.8284 4.6167
S 2.2209 -0.0899 4.5582
H 1.1703 -4.8084 4.1205
H -0.0494 -3.7124 3.4262
H 0.6055 -3.4156 5.0657

***

62
Properties=species:S:1:pos:R:3 method="wB97M-V/def2-TZVPD" de_lowest_kcal_mol=0.00 total_charge=+2 spin_multiplicity=2 e_tot_ev=-59450.885 largest_force_ev_per_a=1.56 e_homo_ev="-12.78 / -12.72"
Ir -0.0262 -0.2349 0.3497
C 4.3721 -0.4480 0.4220
C 4.7077 0.8634 0.1599
C 3.6897 1.7861 -0.0476
C 2.3769 1.3759 0.0190
N 2.0511 0.0813 0.2684
C 3.0328 -0.8020 0.4622
C 1.2265 2.3096 -0.1811
C 1.2924 3.6675 -0.4420
C 0.1080 4.3832 -0.5547
C -1.1150 3.7398 -0.4286
C -1.1207 2.3800 -0.1713
N 0.0352 1.7236 -0.0474
C -2.3165 1.4946 -0.0394
C -3.6101 1.9595 -0.0867
C -4.6613 1.0489 -0.1061
C -4.3737 -0.2993 -0.0891
C -3.0504 -0.7041 -0.0008
N -2.0433 0.1671 0.0574
H 5.1293 -1.2006 0.5923
H 5.7437 1.1717 0.1130
H 3.9223 2.8182 -0.2686
H 2.7320 -1.8203 0.6559
H 2.2446 4.1646 -0.5576
H 0.1394 5.4485 -0.7404
H -2.0389 4.2894 -0.5385
H -3.8008 3.0229 -0.1225
H -5.6846 1.3958 -0.1609
H -5.1561 -1.0432 -0.1398
H -2.7877 -1.7517 0.0285
Te -0.2822 1.1480 2.8890
C -0.0741 0.1528 4.6293
C -0.3923 0.6594 5.8827
C -0.0602 -0.2284 6.9192
C 0.5057 -1.3884 6.4510
S 0.6342 -1.4107 4.7580
H -0.8560 1.6250 6.0331
H -0.2246 -0.0279 7.9680
H 0.8600 -2.2260 7.0351
C 2.8616 -3.9466 -2.0931
C 2.1886 -2.8210 -2.5365
C 1.1790 -2.2658 -1.7592
C 0.8579 -2.8232 -0.5247
C 1.5271 -3.9744 -0.0890
C 2.5239 -4.5256 -0.8694
N -0.0838 -2.1687 0.3057
C -0.9980 -2.9890 1.0092
C -1.4583 -4.1856 0.4508
C -2.4173 -4.9343 1.1117
C -2.9187 -4.5102 2.3370
C -2.4650 -3.3221 2.8930
C -1.5155 -2.5629 2.2302
H 3.6434 -4.3839 -2.6999
H 2.4279 -2.3886 -3.4995
H 0.5956 -1.4258 -2.1183
H 1.2981 -4.3910 0.8844
H 3.0505 -5.4053 -0.5230
H -1.1045 -4.4935 -0.5250
H -2.7820 -5.8485 0.6631
H -3.6651 -5.1010 2.8516
H -2.8480 -2.9900 3.8500
H -1.1432 -1.6467 2.6599

***

75
Properties=species:S:1:pos:R:3 method="wB97M-V/def2-TZVPD" de_lowest_kcal_mol=0.00 total_charge=-2 spin_multiplicity=1 e_tot_ev=-106191.233 largest_force_ev_per_a=2.37 e_homo_ev=-3.17
W -0.7447 1.7988 -0.3456
O -1.8314 -1.5117 -4.8511
C -2.9033 -0.7207 -4.7005
C -3.8558 -0.8254 -5.7023
C -4.9431 0.0343 -5.7420
C -5.1480 0.9279 -4.7271
C -4.2464 0.9958 -3.6822
C -3.0949 0.2380 -3.6677
C -2.1106 0.4271 -2.5888
O -2.3773 1.2299 -1.6039
N -0.9778 -0.1788 -2.7198
N -0.1361 0.1506 -1.6607
C 0.9538 -0.5380 -1.5849
C 1.6224 -0.7847 -0.3542
C 2.8308 -1.5083 -0.2580
C 3.1519 -2.1258 0.8992
C 2.2498 -2.0112 1.9701
C 1.0706 -1.3226 1.9388
C 0.7691 -0.6160 0.7580
O -0.2423 0.1856 0.8125
H -1.1420 -1.2930 -4.1454
H -3.5662 -1.4786 -6.5513
H -5.6073 0.0574 -6.5973
H -5.9929 1.5810 -4.7930
H -4.4119 1.7109 -2.8894
H 1.2805 -1.0230 -2.5083
H 3.3908 -1.6561 -1.1448
H 4.0856 -2.6441 1.0142
H 2.5403 -2.4993 2.9119
H 0.4105 -1.2139 2.7673
C -4.0857 -0.8303 7.3050
C -3.8601 -0.5999 5.8112
C -4.9253 -0.4169 4.9495
C -4.7786 -0.0237 3.6149
C -3.5063 0.1701 3.1012
C -2.4092 -0.0813 3.9548
C -2.5691 -0.4684 5.2464
S -3.3518 0.5727 1.3393
O -2.8543 -0.6519 0.7976
O -4.6077 1.0900 0.9073
N -2.1835 1.7136 1.2601
C -2.6492 3.0232 1.7067
C -2.5116 4.0296 0.6098
O -2.9881 5.1325 0.5853
O -1.7486 3.5617 -0.4119
H -4.9342 -0.2267 7.6487
H -3.1645 -0.5550 7.8625
H -4.3247 -1.8449 7.6043
H -5.9821 -0.5217 5.3476
H -5.6547 0.2151 2.9965
H -1.4002 0.0209 3.5594
H -1.7162 -0.5728 5.9012
H -2.0237 3.4036 2.5451
H -3.7138 3.0092 2.0644
O 5.1155 -3.6379 -2.3847
S 5.9118 -2.5099 -2.8317
O 6.8315 -2.7292 -3.9121
N 5.0191 -1.1956 -3.0286
C 5.2305 -0.3006 -2.0988
S 4.3656 1.0659 -1.8034
C 6.3776 -0.6729 -1.1739
C 6.8996 0.0273 -0.1227
C 7.8892 -0.5676 0.6336
C 8.3566 -1.8223 0.3196
C 7.7811 -2.5899 -0.7043
C 6.8343 -1.9359 -1.4696
H 6.5359 1.0013 0.0845
H 8.3147 0.0074 1.4635
H 9.0967 -2.3080 0.9451
H 8.0222 -3.6467 -0.8650
O 0.6926 3.9953 -3.5884
C 0.3120 3.7018 -2.4681
O -0.3619 2.6297 -2.1694
H 0.5504 4.3447 -1.5847
S 1.1442 2.6084 0.1982